14
Properties=species:S:1:pos:R:3:forces:R:3:mulliken_charge:R:1 method="wB97M-V/def2-TZVPD" smiles="[H]/N=N/C=N/[NH+](N)N" charge=+1
C 1.2053 -0.1128 -0.3531 -2.59 -1.61 -2.74 0.057
N 3.3976 -0.3327 0.3531 2.02 -1.43 1.64 -0.427
N 0.2365 0.3332 0.3478 0.02 0.00 1.52 -0.535
N 2.4582 0.1953 -0.1400 0.08 2.67 -0.99 0.252
N -1.6163 -1.1883 0.0209 0.43 -0.28 -1.56 -0.380
N -1.9892 0.9697 0.3427 -2.08 2.00 -1.33 -0.642
N -1.0997 0.0885 -0.1972 2.02 1.66 -2.27 0.479
H 0.9990 -0.5953 -1.3863 0.61 0.56 1.38 0.287
H 4.2083 0.3208 0.3379 -0.25 -0.30 -0.27 0.306
H -1.8603 -1.1425 0.9902 0.02 -1.13 0.69 0.303
H -0.9143 -1.8557 -0.3224 -0.53 -0.05 0.99 0.312
H -2.0041 1.0627 1.3213 0.65 -0.44 1.46 0.276
H -2.0354 1.9053 -0.0693 0.49 -0.70 -0.19 0.264
H -0.9854 0.3517 -1.2456 -0.88 -0.95 1.67 0.447

---

10
Properties=species:S:1:pos:R:3:forces:R:3:mulliken_charge:R:1 method="wB97M-V/def2-TZVPD" smiles=NO.C
C 2.0147 -0.1462 -0.0079 -0.76 -0.52 0.43 -1.171
H 2.0466 0.7820 -0.5739 0.07 0.21 0.21 0.302
H 1.5007 -0.8936 -0.6487 0.73 0.13 0.38 0.338
H 1.4031 -0.0588 0.9162 0.48 0.24 -0.57 0.266
H 3.0172 -0.4203 0.3148 -0.04 -0.23 -0.39 0.263
H 0.0836 0.5947 -0.2856 0.23 -0.22 -0.57 0.391
H -1.0257 -0.9506 0.6284 -0.10 -1.82 1.17 0.238
H -2.4877 -0.4379 0.1220 1.39 0.68 -0.18 0.261
N -1.4755 -0.5240 -0.1338 -0.15 0.48 -0.57 -0.445
O -0.7872 0.7412 0.0638 -1.83 1.05 0.08 -0.443

---

The following is a quantum chemistry calculation of CH7NO as an isolated structure, from the Open Molecules 2025 dataset.

Geometry as XYZ:
```
10
Properties=species:S:1:pos:R:3:forces:R:3:mulliken_charge:R:1
C 0.4486 0.7067 0.5154 1.06 -3.58 -1.19 -1.020
N 0.7460 -0.3465 -1.0769 1.61 1.78 -0.26 -0.698
H 1.1859 0.9521 1.2625 0.75 1.05 -0.81 0.271
H 0.5355 -0.4373 0.3918 -2.38 1.16 1.87 0.449
H -0.1884 1.3412 -0.0658 -0.53 0.27 0.90 0.417
H 0.5931 0.5002 -1.6142 -0.29 -0.20 -0.60 0.264
H 1.7522 -0.4620 -1.2307 0.01 -0.25 0.17 0.258
H -1.6223 -0.3957 1.2474 -0.48 -0.16 0.58 0.370
H -1.4010 -0.8468 -0.0665 -0.50 -0.67 -0.44 0.383
O -2.0496 -1.0119 0.6371 0.74 0.60 -0.22 -0.694
```
Positions in Å, forces in eV/Å.

---

It is found that the orbital gap values, taken in the order of the records, are 9.361; 10.489; 9.858 eV.
It is found that the lowest unoccupied orbital energy values, taken in the order of the records, are -4.2; 1.0; 0.3 eV.
It is found that the highest occupied orbital energy values, taken in the order of the records, are -13.60; -9.48; -9.54 eV.